The following is a DFT calculation (wB97M-V/def2-TZVPD) of a cluster of 3 separate species, C42H84BN3O3S2 in total.

spin multiplicity	3
HOMO level (spin up / spin down)	-7.91 / -8.28	eV
<S²>	2.0083
frontier orbital gap (spin up / spin down)	7.7 / 8.1	eV
F_max	0.0143	hartree/bohr
DFT total energy	-2861.75471	hartree

```
135
Properties=species:S:1:pos:R:3:forces:R:3:lowdin_spin:R:1
C -3.015 6.916 0.708 0.004 -0.030 -0.032 0.0000
C -1.973 6.052 1.410 0.042 0.091 -0.008 0.0000
C -1.223 5.140 0.440 -0.094 0.030 -0.043 0.0000
C -2.060 3.950 -0.071 0.213 0.076 -0.023 0.0000
C -1.382 2.579 0.074 -0.190 -0.127 0.009 0.0001
C -1.719 1.634 -1.088 0.197 -0.009 0.155 0.0001
C -0.743 1.832 -2.251 -0.182 -0.083 -0.135 0.0000
C 0.597 1.108 -2.023 0.013 0.095 0.111 0.0000
C 1.854 1.940 -2.355 -0.117 -0.107 -0.198 0.0000
C 2.629 1.456 -3.615 -0.014 -0.112 -0.034 0.0000
B 4.187 1.555 -3.428 -0.007 0.066 -0.163 0.0000
C 4.991 0.234 -3.064 0.163 0.140 -0.186 0.0000
C 6.436 0.214 -3.486 -0.018 0.044 0.006 0.0000
O 7.346 -0.209 -2.820 0.005 0.052 0.064 0.0000
C 4.997 2.895 -3.570 -0.061 0.093 0.259 0.0000
C 4.259 4.236 -3.400 0.194 0.113 -0.086 0.0000
C 3.657 4.794 -4.701 -0.202 -0.055 -0.088 0.0000
C 2.150 5.005 -4.594 0.046 0.160 0.055 0.0000
N 1.552 5.381 -5.880 -0.343 -0.175 0.197 0.0000
C 1.028 6.758 -5.970 0.038 0.108 -0.353 0.0000
C 2.002 7.746 -6.638 0.059 -0.009 0.191 0.0000
C 2.370 8.993 -5.819 0.040 -0.013 -0.049 0.0000
C 2.697 8.736 -4.350 0.077 0.138 -0.011 0.0000
C 0.657 4.425 -6.409 0.000 0.147 -0.223 0.0000
S -0.530 3.694 -5.579 0.147 -0.261 0.148 0.0000
S 0.924 4.088 -8.146 0.299 0.095 0.215 0.0000
C 1.028 2.264 -8.053 -0.393 0.016 -0.200 0.0000
C 1.624 1.731 -9.350 0.043 0.180 -0.054 0.0000
C 0.659 1.806 -10.531 -0.105 0.031 0.097 0.0000
H -3.771 6.307 0.208 -0.003 -0.003 0.030 0.0000
H -3.523 7.583 1.406 -0.029 -0.029 -0.002 0.0000
H -2.538 7.534 -0.056 -0.013 0.008 0.012 0.0000
H -1.260 6.704 1.921 0.003 -0.004 0.010 0.0000
H -2.452 5.446 2.186 0.030 -0.010 0.002 0.0000
H -0.913 5.749 -0.416 0.118 -0.024 0.033 0.0000
H -0.302 4.778 0.904 -0.066 -0.041 0.067 0.0000
H -2.299 4.104 -1.127 -0.061 0.026 0.023 0.0000
H -3.014 3.933 0.467 -0.037 -0.045 -0.103 0.0000
H -0.295 2.709 0.123 -0.011 -0.028 -0.020 0.0000
H -1.677 2.112 1.017 0.057 0.066 0.038 0.0001
H -2.746 1.810 -1.419 -0.019 -0.006 0.049 0.0000
H -1.665 0.599 -0.741 -0.053 -0.020 -0.069 -0.0001
H -1.204 1.479 -3.177 0.060 0.025 -0.035 0.0000
H -0.573 2.905 -2.395 -0.013 -0.024 0.011 0.0000
H 0.648 0.791 -0.978 -0.015 0.040 0.006 0.0000
H 0.601 0.186 -2.610 0.032 -0.023 0.051 0.0000
H 1.534 2.969 -2.524 0.151 0.029 0.182 0.0000
H 2.515 1.951 -1.483 0.000 0.023 -0.008 0.0000
H 2.351 0.416 -3.808 -0.007 0.017 -0.003 0.0000
H 2.297 2.026 -4.492 -0.019 0.016 0.055 0.0000
H 4.968 0.098 -1.975 -0.113 -0.121 -0.041 0.0000
H 4.503 -0.635 -3.523 0.008 -0.027 0.087 0.0000
H 6.653 0.627 -4.495 -0.051 -0.099 0.001 0.0000
H 5.853 2.858 -2.884 0.005 -0.019 -0.033 0.0000
H 5.461 2.884 -4.569 0.038 -0.102 0.032 0.0000
H 3.469 4.148 -2.649 0.070 -0.027 0.024 0.0000
H 4.975 4.957 -3.001 -0.086 0.058 0.034 0.0000
H 4.121 5.744 -4.977 0.073 -0.069 -0.031 0.0000
H 3.840 4.106 -5.532 0.007 0.022 0.007 0.0000
H 1.680 4.090 -4.233 -0.003 0.091 0.000 0.0000
H 1.940 5.784 -3.853 -0.018 -0.050 0.037 0.0000
H 0.755 7.089 -4.964 -0.038 -0.038 -0.016 0.0000
H 0.094 6.723 -6.534 0.012 0.026 -0.006 0.0000
H 2.915 7.196 -6.871 -0.023 -0.032 0.008 0.0000
H 1.578 8.070 -7.590 0.107 -0.021 -0.047 0.0000
H 1.584 9.749 -5.900 -0.046 -0.062 0.085 0.0000
H 3.254 9.433 -6.287 -0.064 0.076 -0.042 0.0000
H 1.826 8.434 -3.769 0.011 -0.082 -0.019 0.0000
H 3.472 7.972 -4.245 -0.060 -0.034 0.015 0.0000
H 3.075 9.648 -3.884 0.027 -0.004 -0.015 0.0000
H 1.644 2.008 -7.193 0.022 0.060 0.004 0.0000
H 0.020 1.880 -7.899 0.060 -0.106 0.080 0.0000
H 1.943 0.700 -9.180 -0.064 -0.006 0.013 0.0000
H 2.521 2.313 -9.580 0.090 -0.163 0.007 0.0000
H 0.576 2.825 -10.910 0.009 -0.020 -0.015 0.0000
H -0.343 1.495 -10.227 0.020 -0.068 -0.032 0.0000
H 0.978 1.159 -11.348 0.035 0.062 -0.027 0.0000
C -2.507 -0.779 5.054 0.108 0.050 -0.002 0.0032
C -2.664 -1.304 3.620 -0.039 0.258 0.200 0.0260
C -3.177 -2.750 3.595 0.023 -0.117 -0.045 0.0174
C -2.133 -3.782 4.005 0.017 0.087 -0.039 0.0022
C -0.887 -3.648 3.136 -0.082 -0.095 -0.015 0.0161
C -0.283 -2.241 3.162 0.252 0.166 0.152 0.0253
N -1.371 -1.243 2.853 -0.311 -0.643 -0.176 0.3894
O -1.549 -1.078 1.596 0.122 0.326 -0.073 0.5117
C 0.394 -1.982 4.513 -0.024 0.061 0.030 0.0036
C 0.791 -2.100 2.087 -0.006 -0.070 -0.055 -0.0014
C -3.673 -0.394 2.927 -0.074 -0.062 -0.017 -0.0014
H -2.536 0.311 5.056 0.030 -0.002 -0.006 0.0007
H -3.337 -1.140 5.663 -0.042 0.044 -0.025 -0.0003
H -1.588 -1.076 5.542 -0.031 -0.070 0.023 0.0003
H -3.518 -2.976 2.579 0.056 0.050 -0.029 0.0018
H -4.055 -2.810 4.243 -0.005 -0.012 -0.010 0.0019
H -1.886 -3.682 5.065 0.008 0.009 -0.001 0.0001
H -2.547 -4.784 3.894 -0.001 -0.011 0.068 0.0012
H -0.115 -4.355 3.455 -0.008 -0.012 -0.007 0.0019
H -1.144 -3.902 2.103 0.007 0.067 -0.018 0.0017
H 0.611 -0.921 4.646 -0.001 -0.002 0.003 0.0015
H 1.339 -2.526 4.532 0.006 0.013 -0.015 -0.0004
H -0.186 -2.333 5.363 0.001 -0.017 -0.002 0.0000
H 0.413 -2.359 1.103 -0.023 0.024 -0.010 -0.0004
H 1.617 -2.769 2.333 -0.010 0.011 0.003 -0.0004
H 1.171 -1.078 2.050 -0.001 0.003 0.012 0.0002
H -3.276 0.616 2.821 0.012 -0.004 0.004 0.0002
H -4.572 -0.352 3.547 0.015 0.014 0.000 -0.0004
H -3.944 -0.760 1.941 0.015 -0.004 -0.014 -0.0002
C 0.241 -8.618 6.227 -0.038 -0.029 -0.105 0.0032
C -0.827 -7.630 6.713 0.271 -0.043 -0.146 0.0258
C -1.333 -7.979 8.119 -0.102 -0.025 0.059 0.0172
C -2.250 -9.197 8.156 0.027 0.004 -0.051 0.0009
C -3.427 -9.009 7.202 -0.001 0.023 0.108 0.0162
C -2.992 -8.715 5.763 0.040 -0.163 -0.257 0.0253
N -2.009 -7.572 5.785 -0.240 0.049 0.630 0.3892
O -2.576 -6.425 5.781 0.035 0.058 -0.262 0.5099
C -2.418 -9.977 5.111 0.063 0.014 -0.027 0.0036
C -4.189 -8.279 4.923 -0.068 0.022 0.057 -0.0014
C -0.172 -6.252 6.739 0.000 0.023 0.097 -0.0013
H 0.851 -8.154 5.451 -0.022 -0.010 -0.020 0.0006
H 0.897 -8.881 7.058 0.034 0.059 -0.004 -0.0003
H -0.153 -9.538 5.816 -0.005 -0.035 0.071 0.0003
H -1.880 -7.116 8.512 -0.021 0.016 -0.065 0.0018
H -0.465 -8.126 8.766 -0.012 0.007 0.016 0.0019
H -1.690 -10.105 7.912 0.004 0.010 -0.032 0.0003
H -2.628 -9.333 9.171 0.017 -0.037 0.006 0.0007
H -4.063 -9.898 7.190 -0.004 0.004 0.019 0.0019
H -4.043 -8.178 7.560 0.018 0.032 -0.047 0.0018
H -1.885 -9.735 4.190 0.001 -0.004 0.001 0.0015
H -3.247 -10.638 4.857 -0.004 0.015 -0.013 -0.0004
H -1.755 -10.542 5.762 -0.009 -0.006 0.011 0.0000
H -4.711 -7.438 5.370 0.021 0.028 -0.002 -0.0003
H -4.880 -9.119 4.844 0.013 0.007 -0.002 -0.0004
H -3.874 -7.991 3.920 0.008 -0.010 -0.002 0.0002
H 0.082 -5.925 5.730 -0.010 -0.009 -0.006 0.0002
H 0.748 -6.325 7.323 0.000 -0.001 -0.023 -0.0004
H -0.815 -5.501 7.191 -0.019 0.002 -0.005 -0.0001
```
Forces are in eV/Å.